{
  "formula": "C50H24F5I4N4Ta",
  "method": "wB97M-V/def2-TZVPD",
  "e_tot_ha": -3885.423435,
  "charge": 2,
  "e_homo_ev": -12.554,
  "homo_lumo_gap_ev": 4.86,
  "species": ["Ta", "I", "C", "C", "C", "C", "C", "C", "C", "C", "C", "C", "C", "C", "C", "C", "C", "C", "I", "C", "C", "C", "N", "C", "C", "C", "C", "C", "C", "I", "C", "C", "C", "C", "C", "C", "N", "C", "C", "C", "C", "C", "N", "C", "C", "C", "C", "I", "C", "C", "C", "C", "N", "H", "H", "H", "H", "H", "H", "H", "H", "H", "H", "H", "H", "H", "H", "H", "H", "H", "H", "H", "H", "H", "H", "H", "H", "F", "C", "C", "C", "F", "C", "F", "C", "F", "C", "F"],
  "xyz": [[0.0293, -0.1373, -0.3617], [5.1901, -7.2682, 2.5534], [4.1997, -5.4609, 2.2327], [2.9127, -5.2697, 2.7274], [2.2750, -4.0629, 2.5402], [2.9059, -2.9834, 1.8844], [4.1682, -3.2431, 1.3141], [4.8066, -4.4506, 1.4922], [2.2126, -1.7270, 1.6535], [2.7797, -0.6747, 0.8807], [4.1345, -0.2545, 0.8668], [4.1854, 0.9486, 0.2167], [2.8803, 1.2402, -0.2508], [2.5302, 2.3140, -1.0708], [3.5427, 3.3754, -1.3268], [3.3901, 4.5886, -0.6552], [4.3068, 5.6106, -0.8349], [5.3788, 5.4245, -1.6976], [6.7797, 6.9678, -1.9578], [5.5309, 4.2282, -2.3837], [4.6153, 3.2041, -2.1937], [1.2857, 2.4506, -1.6782], [0.2148, 1.5738, -1.5296], [-0.7954, 2.0432, -2.3511], [-2.1387, 1.6326, -2.2840], [-3.0472, 2.1221, -3.3519], [-3.9481, 3.1591, -3.1231], [-4.7368, 3.6438, -4.1535], [-4.6402, 3.0797, -5.4185], [-5.8181, 3.8240, -6.9892], [-3.7577, 2.0341, -5.6555], [-2.9558, 1.5681, -4.6271], [-2.6600, 0.9781, -1.1699], [-4.0370, 0.8825, -0.8184], [-4.1049, 0.4744, 0.4809], [-2.7770, 0.2306, 0.9346], [-1.8943, 0.5045, -0.1044], [-2.4160, -0.2569, 2.1803], [-1.1245, -0.6714, 2.5112], [-0.7265, -1.2429, 3.7443], [0.5345, -1.7514, 3.5779], [0.9504, -1.4514, 2.2553], [-0.0504, -0.7474, 1.6238], [-3.4849, -0.4781, 3.1947], [-3.9607, 0.5623, 3.9844], [-4.9352, 0.3233, 4.9418], [-5.4395, -0.9590, 5.1031], [-6.9069, -1.3316, 6.5625], [-4.9831, -2.0036, 4.3101], [-4.0019, -1.7611, 3.3633], [-0.3338, 3.1822, -3.0646], [0.9329, 3.4485, -2.6302], [2.0198, 0.2435, 0.1908], [2.4032, -6.0743, 3.2398], [1.2545, -3.9808, 2.8771], [4.6514, -2.5023, 0.6957], [5.7747, -4.6190, 1.0407], [4.9518, -0.7326, 1.3789], [5.0485, 1.5759, 0.0653], [2.5535, 4.7277, 0.0196], [4.1861, 6.5444, -0.3033], [6.3591, 4.0929, -3.0655], [4.7332, 2.2749, -2.7392], [-4.0217, 3.6080, -2.1388], [-5.4166, 4.4655, -3.9744], [-3.6913, 1.5878, -6.6380], [-2.2607, 0.7594, -4.8214], [-4.8444, 1.1562, -1.4781], [-4.9813, 0.3320, 1.0923], [-1.3343, -1.2743, 4.6338], [1.1575, -2.2114, 4.3263], [-3.5667, 1.5645, 3.8618], [-5.3000, 1.1329, 5.5586], [-5.3894, -2.9988, 4.4265], [-3.6393, -2.5706, 2.7398], [-0.9252, 3.7403, -3.7716], [1.5710, 4.2616, -2.9350], [1.9400, -1.8807, -1.8702], [1.0421, -2.7897, -1.4177], [-0.1254, -2.2456, -0.9067], [-1.0634, -3.1326, -0.3912], [-2.1893, -2.6295, 0.1241], [-0.8475, -4.4948, -0.3693], [-1.7352, -5.3247, 0.1486], [0.3505, -4.9897, -0.8820], [0.5846, -6.2791, -0.8426], [1.3099, -4.1399, -1.4255], [2.4424, -4.6298, -1.8972]]
}